No. 1
The following is a DFT calculation (wB97M-V/def2-TZVPD) of a molecular structure, C4H11BBr2GaO2S.

XYZ file:
```
22
Properties=species:S:1:pos:R:3:mulliken_charge:R:1
C 3.49 0.69 -0.34 -0.60
O 3.14 -0.47 0.41 -0.46
B 1.81 -0.40 0.82 0.22
O 1.57 0.40 1.95 -0.58
Ga 0.20 -1.38 -0.18 0.66
S -1.24 -2.46 1.30 -0.50
C -0.89 0.14 -1.13 -0.59
Br -0.43 0.08 -3.03 -0.22
C -2.35 0.06 -0.82 -0.02
C -2.58 0.57 0.62 -1.06
Br -3.51 1.19 -2.02 -0.26
H 4.12 0.39 -1.17 0.24
H 4.02 1.40 0.29 0.23
H 2.62 1.19 -0.77 0.24
H 1.07 1.17 1.68 0.31
H 0.67 -2.44 -1.28 -0.41
H -0.57 -2.35 2.45 0.06
H -0.53 1.11 -0.79 0.43
H -2.73 -0.95 -0.93 0.42
H -3.15 -0.15 1.20 0.26
H -1.62 0.71 1.11 0.18
H -3.11 1.52 0.61 0.46
```

The calculation puts the HOMO-LUMO gap at 7.75 eV. The net charge is -1.

***

No. 2
The following is a DFT calculation (wB97M-V/def2-TZVPD) of C4H11BN2 in the gas phase at a distorted geometry.

XYZ file:
```
18
Properties=species:S:1:pos:R:3:mulliken_charge:R:1
N 2.56 -0.44 0.33 -0.35
B 1.22 -0.12 0.13 0.18
C 0.33 0.68 1.17 -0.72
C -1.15 0.34 1.01 -0.59
C -1.57 0.45 -0.46 -0.58
C -0.87 -0.59 -1.33 -0.49
N 0.56 -0.53 -1.18 -0.34
H 3.08 -0.13 1.14 0.19
H 3.13 -0.91 -0.35 0.18
H 0.64 0.49 2.20 0.31
H 0.46 1.76 1.00 0.31
H -1.33 -0.68 1.36 0.29
H -1.77 1.01 1.61 0.30
H -2.65 0.32 -0.55 0.30
H -1.31 1.45 -0.83 0.29
H -1.26 -1.59 -1.07 0.25
H -1.13 -0.40 -2.38 0.30
H 1.07 -1.13 -1.80 0.18
```

The relative energy (zero: lowest compared OMol25 entry of this formula, charge and spin) comes out at 0.00 kJ/mol. Its SMILES is NB1CCCCN1. The calculation puts the HOMO-LUMO gap at 9.18 eV.

***

No. 3
The following is a DFT calculation (wB97M-V/def2-TZVPD) of 3 unconnected molecules or ions with the total composition C4H11BrN2 at a distorted geometry.

XYZ file:
```
18
Properties=species:S:1:pos:R:3:mulliken_charge:R:1
C 0.01 -0.19 0.22 -0.50
C -1.42 2.93 0.09 0.51
C -0.77 3.83 0.80 -0.51
C 0.96 -1.12 0.21 0.08
N -2.27 2.55 -0.88 -0.28
N 1.33 -2.41 0.92 -0.10
Br 1.59 -4.41 -1.69 -0.27
H -0.97 -0.19 0.90 0.18
H 0.30 3.80 0.89 0.30
H -1.23 4.19 1.67 0.34
H 0.01 0.69 -0.46 0.19
H 1.97 -0.98 -0.38 0.25
H -2.79 1.67 -1.12 0.31
H -2.62 3.30 -1.51 0.32
H 1.48 -5.55 -2.50 0.29
H 1.32 -3.00 0.11 0.02
H 2.36 -2.26 0.98 0.45
H 0.74 -2.83 1.74 0.42
```

The relative energy (zero: lowest compared OMol25 entry of this formula, charge and spin) comes out at 164.44 kJ/mol. The calculation puts the HOMO-LUMO gap at 8.72 eV. The net charge is +2.

***

No. 4
The following is a DFT calculation (wB97M-V/def2-TZVPD) of C4H11BrSi2 in the gas phase at a distorted geometry.

XYZ file:
```
18
Properties=species:S:1:pos:R:3:mulliken_charge:R:1
C 2.16 2.63 0.33 -0.85
Si 0.98 1.32 -0.03 0.52
C 1.66 -0.46 -0.31 -0.91
C -1.00 0.98 0.20 -0.95
Si -2.17 -0.40 -0.58 0.53
C -2.02 -2.13 0.32 -1.05
Br -4.14 0.49 -0.17 -0.28
H 2.05 3.76 0.45 0.23
H 3.14 2.34 0.29 0.28
H 2.76 -0.26 -0.65 0.25
H 1.59 -1.14 0.58 0.30
H 1.06 -1.05 -1.10 0.25
H -1.62 1.82 0.15 0.51
H -1.13 0.72 1.32 0.28
H -2.04 -0.27 -1.98 -0.13
H -2.92 -2.44 0.79 0.36
H -1.82 -2.93 -0.37 0.35
H -1.12 -2.12 0.91 0.30
```

The relative energy (zero: lowest compared OMol25 entry of this formula, charge and spin) comes out at 232.32 kJ/mol. Its SMILES is C=[Si](C)C[Si@@H](C)Br. The calculation puts the HOMO-LUMO gap at 8.56 eV.

***

No. 5
The following is a DFT calculation (wB97M-V/def2-TZVPD) of 4 unconnected molecules or ions with the total composition C4H11Cl2N3O6 at a distorted geometry.

XYZ file:
```
26
Properties=species:S:1:pos:R:3:mulliken_charge:R:1
C -18.99 16.80 -16.92 -0.73
N -19.33 17.68 -18.03 0.84
O -18.46 18.44 -18.44 -0.49
O -20.46 17.62 -18.50 -0.51
H -18.80 17.39 -16.03 0.28
H -18.16 16.19 -17.27 0.30
H -19.80 16.08 -16.82 0.32
C -18.30 18.21 -21.54 -0.77
N -17.46 18.68 -22.60 0.87
O -17.24 19.87 -22.76 -0.48
O -17.01 17.82 -23.33 -0.54
H -18.84 19.05 -21.12 0.34
H -17.73 17.62 -20.81 0.27
H -19.01 17.50 -21.95 0.32
C -17.95 23.03 -23.47 -0.46
N -18.93 23.68 -24.32 0.84
O -18.77 23.74 -25.52 -0.50
O -19.95 24.10 -23.70 -0.52
H -17.12 23.73 -23.39 0.29
H -17.62 22.10 -23.93 0.05
H -18.29 22.79 -22.46 0.30
Cl -15.87 19.62 -27.88 -0.17
C -16.09 19.94 -26.15 0.06
Cl -14.91 20.96 -25.34 -0.15
H -16.93 20.63 -26.15 0.09
H -16.47 19.09 -25.58 0.16
```

The relative energy (zero: lowest compared OMol25 entry of this formula, charge and spin) comes out at 43.34 kJ/mol. Its SMILES is C[N+](=O)[O-].C[N+](=O)[O-].C[N+](=O)[O-].ClCCl. The calculation puts the HOMO-LUMO gap at 9.91 eV.

***

No. 6
The following is a DFT calculation (wB97M-V/def2-TZVPD) of a molecular structure, C4H11ClGaNO2Y at a distorted geometry.

XYZ file:
```
21
Properties=species:S:1:pos:R:3:mulliken_charge:R:1
Y -0.82 -2.35 -1.21 1.38
Cl 0.77 -3.57 -2.63 -0.58
C -1.21 -2.87 0.95 -1.19
H -2.28 -3.00 1.16 0.25
H -0.85 -2.00 1.52 0.30
H -0.69 -3.77 1.30 0.31
Ga 1.06 1.91 0.34 -0.18
C 1.30 2.55 -1.52 -0.93
C 2.73 1.42 1.29 -0.97
C -0.59 1.97 1.29 -0.73
H 2.62 1.50 2.38 0.27
H 2.99 0.38 1.04 0.25
H 3.56 2.06 0.97 0.27
H 0.44 3.14 -1.85 0.27
H 2.21 3.17 -1.59 0.26
H 1.41 1.67 -2.18 0.23
H -0.73 1.61 2.33 0.23
H -1.57 2.26 0.86 0.26
O -4.47 -2.36 -1.27 -0.43
N -3.27 -2.37 -1.27 0.19
O -2.63 -1.35 -1.89 -0.46
```

The relative energy (zero: lowest compared OMol25 entry of this formula, charge and spin) comes out at 6.11 kJ/mol. The calculation puts the HOMO-LUMO gap at 4.75 eV. The net charge is -1.

***

No. 7
The following is a DFT calculation (wB97M-V/def2-TZVPD) of C4H11ClN2 in the gas phase at a distorted geometry.

XYZ file:
```
18
Properties=species:S:1:pos:R:3:mulliken_charge:R:1
C -0.70 -1.94 0.75 -1.06
C -1.32 -0.53 0.58 -0.11
Cl -1.93 0.24 2.08 -0.20
C -0.08 0.62 -0.13 -0.09
C 1.15 0.74 0.81 -1.28
N 0.10 0.18 -1.43 -0.21
N 0.70 1.22 -2.17 -0.63
H 0.00 -1.90 1.56 0.28
H -0.35 -2.28 -0.29 0.26
H -1.43 -2.70 1.18 0.35
H -2.25 -0.47 -0.04 0.38
H -0.48 1.59 -0.24 0.40
H 0.75 0.61 1.82 0.34
H 1.63 1.68 0.90 0.47
H 1.98 0.08 0.44 0.27
H 0.82 -0.63 -1.55 0.31
H 1.36 1.72 -1.56 0.28
H 0.06 1.80 -2.70 0.24
```

The relative energy (zero: lowest compared OMol25 entry of this formula, charge and spin) comes out at 48.86 kJ/mol. Its SMILES is C[C@@H](Cl)[C@@H](C)NN. The calculation puts the HOMO-LUMO gap at 9.92 eV.

***

No. 8
The following is a DFT calculation (wB97M-V/def2-TZVPD) of 3 unconnected molecules or ions with the total composition C4H11ClN3 at a distorted geometry.

XYZ file:
```
19
Properties=species:S:1:pos:R:3:mulliken_charge:R:1
C -0.35 -1.53 0.43 -0.70
C -1.30 0.81 0.63 0.46
C -2.68 0.81 0.74 -0.91
C 1.69 -0.24 0.58 0.13
N 2.53 0.54 -0.06 -0.36
N 0.81 -1.05 -0.08 0.05
N -0.24 1.36 0.68 -0.31
Cl 0.47 -1.46 -3.71 -0.26
H -1.05 -2.12 -0.35 0.28
H -3.13 1.26 1.64 0.34
H -3.16 1.38 -0.10 0.31
H -3.04 -0.23 0.64 0.28
H 1.94 -0.29 1.59 0.40
H 2.35 0.84 -1.05 0.20
H 3.27 0.91 0.56 0.26
H 0.97 -1.13 -1.15 -0.01
H -0.42 -1.70 1.54 0.33
H 1.19 -0.39 -3.58 0.25
H 0.13 2.22 1.05 0.27
```

The relative energy (zero: lowest compared OMol25 entry of this formula, charge and spin) comes out at 297.28 kJ/mol. The calculation puts the HOMO-LUMO gap (alpha / beta) at 7.64 / 7.63 eV. The net charge is +1.

***

No. 9
The following is a DFT calculation (wB97M-V/def2-TZVPD) of a gas-phase ion, C4H11ClN3 (charge +1) at a distorted geometry.

XYZ file:
```
19
Properties=species:S:1:pos:R:3:mulliken_charge:R:1
C -1.31 1.93 -1.10 -1.26
C -0.72 1.09 0.00 -0.98
C -0.41 -0.34 -0.55 0.29
N -1.30 -1.40 -0.10 -0.58
C 1.12 -0.76 -0.13 -0.15
Cl 1.34 -2.54 0.05 -0.19
N 1.64 -0.06 1.17 0.09
N 2.27 -0.75 2.00 -0.19
H -2.29 1.68 -1.39 0.31
H -0.56 1.79 -1.84 0.40
H -1.49 2.92 -0.81 0.39
H 0.17 1.33 0.54 0.49
H -1.30 0.86 0.78 0.66
H -0.38 -0.17 -1.70 0.22
H -2.11 -0.95 0.31 0.23
H -1.65 -2.14 -0.73 0.23
H 1.87 -0.39 -0.81 0.43
H 2.82 -0.24 2.65 0.27
H 2.31 -1.86 1.67 0.33
```

The relative energy (zero: lowest compared OMol25 entry of this formula, charge and spin) comes out at 316.02 kJ/mol. Its SMILES is CC[C@H](N)[C@H](Cl)N=[NH2+]. The calculation puts the HOMO-LUMO gap at 7.37 eV. The net charge is +1.

***

No. 10
The following is a DFT calculation (wB97M-V/def2-TZVPD) of a molecular structure, C4H11F11N5OPPbTe at a distorted geometry.

XYZ file:
```
35
Properties=species:S:1:pos:R:3:mulliken_spin:R:1
Pb 0.65 -0.56 2.68 0.00
C -0.39 -0.10 -2.93 -0.02
N 0.58 -0.05 -1.87 0.59
C 1.98 -0.15 -2.21 -0.01
C 0.19 0.02 -0.55 -0.08
N 0.98 -0.41 0.37 0.44
N -1.04 0.56 -0.34 -0.04
C -1.78 0.65 0.82 0.00
N -2.98 1.23 0.65 0.00
N -1.38 0.20 1.97 -0.01
H -0.63 0.91 -3.29 0.04
H -1.30 -0.60 -2.58 0.01
H 0.02 -0.64 -3.78 0.01
H 2.12 0.14 -3.24 0.01
H 2.35 -1.18 -2.11 0.04
H 2.57 0.49 -1.55 0.01
H 1.84 -0.83 0.04 -0.01
H -1.42 1.08 -1.10 0.00
H -3.28 1.61 -0.23 0.00
H -3.56 1.42 1.45 0.00
H -2.09 0.27 2.68 0.00
F -0.06 -4.94 2.02 0.00
Te -0.60 -3.65 0.78 0.00
F 1.21 -2.99 1.07 0.00
F 0.10 -4.85 -0.47 0.00
F -2.30 -4.37 1.04 0.00
F -0.88 -2.64 2.45 0.00
O -1.06 -2.38 -0.35 0.01
F -0.01 3.01 0.57 0.00
P 1.48 3.19 1.22 0.00
F 1.12 1.80 2.21 0.00
F 0.86 4.09 2.36 0.00
F 2.02 2.11 0.09 0.00
F 2.91 3.20 1.88 0.00
F 1.79 4.40 0.26 0.00
```

The relative energy (zero: lowest compared OMol25 entry of this formula, charge and spin) comes out at 13.56 kJ/mol. The calculation puts the HOMO-LUMO gap (alpha / beta) at 10.83 / 5.97 eV. The net charge is +1. Its expectation value of S² is 0.7827. The spin multiplicity is 2.

***

No. 11
The following is a DFT calculation (wB97M-V/def2-TZVPD) of a molecular structure, C4H11FLi3NO at a distorted geometry.

XYZ file:
```
21
Properties=species:S:1:pos:R:3:mulliken_charge:R:1
Li 5.55 2.05 -0.16 0.96
Li 6.83 -0.79 -2.73 0.98
Li 3.68 1.36 -3.66 0.95
F 4.15 -0.14 -1.38 -0.90
C -2.26 -1.67 0.65 -1.32
C -1.89 -0.43 -0.30 0.37
C -0.75 0.51 0.19 -0.53
O -1.00 0.95 1.50 -0.29
C 0.14 1.55 2.12 -0.76
N -1.71 -0.87 -1.67 -0.71
H -2.98 -1.33 1.40 0.32
H -1.50 -2.17 1.24 0.31
H -2.67 -2.48 0.05 0.41
H -2.77 0.21 -0.38 0.25
H -0.62 1.28 -0.57 0.33
H 0.17 -0.06 0.18 0.27
H 1.01 0.88 2.06 0.34
H -0.19 1.38 3.15 0.27
H 0.26 2.62 1.97 0.26
H -2.54 -1.37 -1.96 0.28
H -0.90 -1.47 -1.68 0.23
```

The calculation puts the HOMO-LUMO gap at 3.35 eV. The net charge is +2.

***

No. 12
The following is a DFT calculation (wB97M-V/def2-TZVPD) of 2 unconnected molecules or ions with the total composition C4H11INO at a distorted geometry.

XYZ file:
```
18
Properties=species:S:1:pos:R:3:mulliken_charge:R:1
I 2.01 -0.91 -3.65 -0.90
C 0.65 1.66 -0.16 -1.25
C 0.86 0.28 0.48 0.46
C -0.24 -0.73 0.25 -0.69
O -1.41 -0.09 0.78 -0.29
C -2.59 -0.82 0.56 -0.73
N 2.18 -0.27 0.15 -0.68
H 1.40 2.32 0.25 0.37
H -0.34 2.04 0.06 0.35
H 0.76 1.66 -1.25 0.24
H 0.83 0.43 1.56 0.13
H -0.04 -1.63 0.84 0.34
H -0.38 -1.01 -0.81 0.40
H -3.42 -0.22 0.93 0.24
H -2.57 -1.77 1.09 0.28
H -2.75 -0.99 -0.51 0.31
H 2.20 -0.43 -0.86 0.18
H 2.86 0.47 0.29 0.26
```

The relative energy (zero: lowest compared OMol25 entry of this formula, charge and spin) comes out at 9.48 kJ/mol. The calculation puts the HOMO-LUMO gap at 6.88 eV. The net charge is -1.

***

No. 13
The following is a DFT calculation (wB97M-V/def2-TZVPD) of 2 unconnected molecules or ions with the total composition C4H11INO at a distorted geometry.

XYZ file:
```
18
Properties=species:S:1:pos:R:3:mulliken_charge:R:1
C 0.79 -1.70 0.71 -1.13
C -0.96 0.37 0.95 -1.15
C 0.34 -0.10 -1.11 -1.05
C 0.12 -0.45 0.36 1.17
N -0.33 0.99 -1.65 -0.41
O 1.75 1.21 1.22 -0.64
I 2.59 2.48 -0.16 0.35
H 0.22 -2.56 0.94 0.41
H 1.48 -1.39 1.62 0.29
H 1.41 -1.98 -0.16 0.38
H -1.02 0.07 1.93 0.46
H -0.76 1.48 0.78 0.28
H -1.75 0.01 0.37 0.41
H 0.16 -1.03 -1.69 0.52
H 1.36 0.14 -1.14 0.41
H 1.56 1.82 1.91 0.38
H 0.16 1.87 -1.37 0.11
H -0.75 1.07 -2.56 0.20
```

The relative energy (zero: lowest compared OMol25 entry of this formula, charge and spin) comes out at 329.71 kJ/mol. The calculation puts the HOMO-LUMO gap at 8.06 eV. The net charge is +1.

***

No. 14
The following is a DFT calculation (wB97M-V/def2-TZVPD) of a gas-phase ion, C4H11N2 (charge +1) at a distorted geometry.

XYZ file:
```
17
Properties=species:S:1:pos:R:3:mulliken_charge:R:1
N -2.40 -0.97 0.08 -0.55
C -1.61 -0.44 -1.05 -0.56
C -0.14 -0.78 -0.87 -0.63
C 0.43 -0.04 0.32 -0.34
C 1.63 0.52 0.25 -0.32
N 2.01 1.57 1.26 -0.32
H -2.15 -1.92 0.31 0.21
H -3.36 -0.89 -0.23 0.25
H -1.68 0.64 -0.95 0.31
H -1.97 -0.81 -2.01 0.38
H 0.00 -1.85 -0.69 0.31
H 0.46 -0.52 -1.75 0.36
H 0.02 -0.43 1.25 0.39
H 2.43 0.37 -0.45 0.41
H 1.19 2.03 1.66 0.38
H 2.60 2.28 0.82 0.37
H 2.54 1.21 2.06 0.36
```

The relative energy (zero: lowest compared OMol25 entry of this formula, charge and spin) comes out at 245.47 kJ/mol. Its SMILES is NCC/C=C/[NH3+]. The calculation puts the HOMO-LUMO gap at 8.69 eV. The net charge is +1.